{
  "formula": "C3H12NOS",
  "method": "the ωB97M-V functional and the def2-TZVPD basis",
  "species": ["S", "H", "H", "H", "H", "C", "C", "H", "H", "O", "H", "N", "H", "H", "H", "H", "H", "C"],
  "xyz": [[-2.227, -1.234, 0.336], [0.478, -0.602, 1.860], [-2.644, 2.383, -1.311], [2.581, 0.156, 0.159], [0.134, -2.348, 0.305], [-0.781, -0.064, 0.237], [1.687, 0.664, 0.540], [1.647, -2.374, 0.836], [-0.596, 0.135, -0.899], [-1.769, 2.415, -1.571], [1.221, -1.706, -0.765], [0.997, -1.809, 0.252], [1.806, 1.375, 1.405], [-1.187, 0.897, 0.682], [-1.726, -2.108, -0.771], [-1.547, 3.338, -1.682], [1.337, 1.291, -0.373], [0.589, -0.411, 0.762]],
  "forces_ev_per_a": [[2.260, -1.435, -1.816], [0.221, 0.149, -0.702], [-2.871, 0.007, 0.733], [0.244, 0.444, 0.717], [-0.524, -0.219, -0.140], [-0.691, 1.208, -2.800], [-1.466, 0.723, -1.994], [0.179, 0.996, -0.751], [-0.770, 0.060, 1.865], [2.881, -0.336, -0.637], [0.396, -0.609, 1.015], [-0.523, 0.545, -0.704], [0.136, -1.130, -0.888], [0.905, -1.086, -0.539], [-1.203, 1.554, 1.946], [-0.017, 0.329, -0.082], [0.582, -0.787, 1.513], [0.262, -0.414, 3.265]],
  "lowdin_charge": [0.707, 0.154, 0.002, 0.079, 0.088, -0.569, -0.026, 0.192, 0.102, -0.020, 0.189, 0.193, 0.112, 0.102, -0.049, 0.049, 0.115, -0.419],
  "e_homo_ev": -13.455,
  "multiplicity": 1,
  "total_energy_ha": -649.3993,
  "e_above_lowest_kj_mol": 134.8,
  "charge": 1
}